# 1
13
Properties=species:S:1:pos:R:3 method="wB97M-V/def2-TZVPD" orbital_gap_ev=9.0223 homo_energy_ev=-9.04 charge=0 lumo_ha=0.000 de_lowest_kj_mol=395.0
C -1.48 -0.09 -0.10
C -0.87 1.40 0.11
C 1.70 0.81 -0.12
C 2.16 -0.55 0.28
C 0.88 -1.42 -0.04
C -0.13 -0.48 -0.24
H -1.22 2.33 -0.58
H -0.74 1.40 1.57
H 2.10 1.77 -0.03
H 3.11 -0.80 0.28
H 1.00 -2.42 -0.25
N 0.36 0.83 -0.18
O -2.54 -0.77 0.12

=====

# 2
16
Properties=species:S:1:pos:R:3 method="wB97M-V/def2-TZVPD" orbital_gap_ev=9.0654 homo_energy_ev=-8.73 charge=0 smiles="C/C(CO)=N/NC=S" lumo_ha=0.012 de_lowest_kj_mol=205.2
C -1.03 1.39 -1.44
C -0.41 0.39 -0.56
C -1.02 0.22 0.83
O -1.29 -1.14 1.16
N 0.59 -0.26 -1.02
N 1.26 -1.12 -0.17
C 2.09 -0.69 0.81
S 3.10 -1.66 1.64
H -0.61 1.38 -2.45
H -2.08 1.09 -1.63
H -1.06 2.39 -1.02
H -2.00 0.69 0.86
H -0.31 0.64 1.56
H -0.50 -1.75 1.13
H 1.50 -1.93 -0.66
H 1.77 0.36 0.96

=====

# 3
51
Properties=species:S:1:pos:R:3 method="wB97M-V/def2-TZVPD" orbital_gap_ev="6.4417 / 6.7146" homo_energy_ev="-14.63 / -14.74" charge=+2 lumo_ha="-0.301 / -0.295" multiplicity=2 de_lowest_kj_mol=121.4
Re -0.49 1.25 -0.08
C -1.83 -1.39 2.26
C -1.60 0.09 2.34
C -0.78 0.60 3.37
C -0.46 1.93 3.42
C -0.95 2.81 2.44
C -1.91 2.37 1.53
C -2.26 0.99 1.49
H -0.87 -1.92 2.26
H -2.39 -1.67 1.36
H -2.40 -1.72 3.13
H -0.38 -0.09 4.09
H 0.20 2.31 4.19
H -0.67 3.85 2.46
H -2.48 3.09 0.97
H -3.09 0.66 0.89
N -1.80 2.45 -1.56
N -0.89 3.01 -2.47
C 0.44 3.11 -2.11
O 1.26 3.70 -2.73
O 0.73 2.43 -0.97
H -2.43 1.82 -2.07
H -2.38 3.18 -1.16
H -1.23 3.59 -3.22
C -2.92 -2.58 -1.89
N -1.68 -2.89 -1.19
C -1.32 -4.13 -0.74
C -0.06 -4.01 -0.25
N 0.35 -2.71 -0.39
B 1.78 -2.36 0.22
N 2.47 -1.14 -0.45
C 3.49 -1.22 -1.37
C 4.07 0.01 -1.46
N 3.41 0.83 -0.58
C 3.73 2.23 -0.33
C 2.44 0.11 0.02
S 1.31 0.65 1.24
C -0.65 -2.05 -0.95
S -0.77 -0.39 -1.53
H -3.65 -3.35 -1.66
H -2.76 -2.56 -2.97
H -3.31 -1.62 -1.56
H -1.97 -4.98 -0.83
H 0.58 -4.75 0.19
H 2.44 -3.33 -0.01
H 1.62 -2.14 1.39
H 3.74 -2.14 -1.86
H 4.89 0.36 -2.05
H 4.78 2.38 -0.56
H 3.56 2.47 0.71
H 3.12 2.87 -0.97

=====

# 4
81
Properties=species:S:1:pos:R:3 method="wB97M-V/def2-TZVPD" orbital_gap_ev=5.6895 homo_energy_ev=-7.40 charge=0 lumo_ha=-0.063 de_lowest_kj_mol=286.5
Pt -0.44 1.43 2.06
C 4.42 -8.61 -6.28
O 5.08 -7.44 -5.83
C 4.41 -6.62 -4.99
C 3.11 -6.84 -4.54
C 2.52 -5.92 -3.68
C 3.20 -4.79 -3.26
C 4.50 -4.58 -3.73
C 5.10 -5.48 -4.58
C 2.60 -3.80 -2.36
N 3.19 -2.71 -1.94
C 2.28 -2.10 -1.12
C 1.12 -2.82 -1.04
N 1.34 -3.92 -1.84
C -0.01 -2.42 -0.27
C -1.23 -3.12 -0.19
C -2.25 -2.62 0.57
C -2.03 -1.43 1.28
N -0.89 -0.77 1.23
C 0.11 -1.23 0.46
C 1.34 -0.42 0.37
N 1.42 0.75 1.06
C 2.51 1.49 0.97
C 3.62 1.11 0.21
C 3.57 -0.06 -0.49
C 2.42 -0.86 -0.42
H 5.12 -9.12 -6.93
H 3.51 -8.36 -6.85
H 4.15 -9.27 -5.45
H 2.56 -7.71 -4.85
H 1.51 -6.12 -3.35
H 5.03 -3.69 -3.40
H 6.11 -5.32 -4.94
H 0.69 -4.66 -2.03
H -1.36 -4.05 -0.74
H -3.20 -3.13 0.65
H -2.81 -1.01 1.91
H 2.51 2.41 1.54
H 4.49 1.75 0.18
H 4.40 -0.40 -1.10
C 1.71 6.03 -0.90
C 0.79 6.56 -0.01
C -0.13 5.73 0.63
C -0.15 4.36 0.37
C 0.79 3.84 -0.53
C 1.71 4.66 -1.16
Si -1.44 3.29 1.19
C -2.71 2.65 -0.01
C -4.01 3.18 0.04
C -4.96 2.79 -0.89
C -4.64 1.86 -1.87
C -3.36 1.31 -1.91
C -2.41 1.70 -0.99
H 2.43 6.68 -1.39
H 0.79 7.63 0.20
H -0.84 6.16 1.33
H 0.79 2.77 -0.75
H 2.43 4.25 -1.86
H -2.17 4.15 2.15
H -4.27 3.90 0.81
H -5.96 3.21 -0.85
H -5.39 1.56 -2.60
H -3.12 0.58 -2.67
H -1.41 1.27 -1.03
N -0.17 1.07 4.49
C -1.40 1.72 4.85
C -1.65 2.32 6.06
C -2.85 3.00 6.25
C -3.79 3.07 5.23
C -3.55 2.45 4.01
C -2.35 1.78 3.83
S -5.38 3.90 5.47
O -6.28 2.79 5.73
O -5.14 4.77 6.61
O -5.60 4.57 4.21
H 0.61 1.34 5.06
H -0.25 0.06 4.53
H -0.91 2.27 6.86
H -3.08 3.50 7.19
H -4.29 2.52 3.22
H -2.12 1.27 2.86

=====

# 5
136
Properties=species:S:1:pos:R:3 method="wB97M-V/def2-TZVPD" orbital_gap_ev=6.1616 homo_energy_ev=-8.20 charge=0 smiles="CB(O)c1c(CCC(F)=C(F)F)c(COc2cc(C)ccc2C(C)C)c(CCCCCOC(C)=O)c2nsnc12.O=C1C=CC(=O)C=C1.O=C1C=CC(=O)C=C1.O=C1C=CC(=O)C=C1.O=C1C=CC(=O)C=C1.O=C1C=CC(=O)C=C1" lumo_ha=-0.075
C 0.62 -5.11 1.85
B 1.27 -5.02 0.31
O 2.23 -6.01 -0.21
C 0.79 -3.67 -0.56
C 1.54 -2.18 -0.39
C 2.80 -1.92 0.62
C 2.21 -1.06 1.93
C 3.48 -0.70 2.91
F 3.33 0.47 3.82
C 4.75 -1.48 2.98
F 4.67 -2.89 3.48
F 6.09 -0.94 2.57
C 0.86 -0.97 -1.33
C 1.45 0.60 -1.26
O 2.90 0.53 -1.48
C 3.59 1.76 -1.07
C 3.33 2.62 0.30
C 4.15 3.98 0.75
C 3.67 4.70 2.15
C 5.35 4.50 -0.24
C 5.66 3.65 -1.64
C 4.81 2.29 -2.08
C 5.18 1.52 -3.48
C 6.46 2.15 -4.30
C 5.45 -0.09 -3.35
C -0.46 -1.24 -2.33
C -1.17 -0.04 -3.23
C -1.98 0.99 -2.23
C -3.57 1.24 -2.70
C -4.61 0.55 -1.62
C -6.11 1.27 -1.61
O -6.27 2.26 -0.54
C -7.63 2.27 0.03
C -7.79 2.27 1.69
O -8.77 2.29 -0.66
C -1.18 -2.74 -2.47
N -2.39 -3.16 -3.29
S -2.49 -4.87 -2.81
N -1.20 -5.27 -1.69
C -0.51 -3.92 -1.56
H -0.26 -4.33 1.97
H 0.33 -6.20 2.16
H 1.49 -4.74 2.57
H 3.13 -5.70 0.14
H 3.72 -1.36 0.11
H 3.27 -2.90 1.09
H 1.61 -0.12 1.58
H 1.50 -1.84 2.49
H 1.12 1.01 -0.21
H 0.98 1.30 -2.07
H 2.47 2.23 1.03
H 2.53 4.39 2.31
H 4.23 4.28 3.11
H 3.67 5.88 2.11
H 5.95 5.47 0.08
H 6.53 4.11 -2.31
H 4.23 1.66 -4.20
H 6.71 1.59 -5.31
H 7.41 1.99 -3.60
H 6.39 3.33 -4.47
H 6.39 -0.45 -3.98
H 4.51 -0.64 -3.85
H 5.47 -0.48 -2.23
H -0.41 0.48 -3.96
H -2.01 -0.52 -3.94
H -1.42 2.02 -2.19
H -2.06 0.45 -1.18
H -3.76 0.92 -3.82
H -3.73 2.42 -2.67
H -4.18 0.67 -0.52
H -4.78 -0.61 -1.81
H -6.99 0.48 -1.52
H -6.21 1.83 -2.64
H -7.26 1.29 2.06
H -7.23 3.24 2.09
H -8.90 2.36 2.04
O -4.88 -1.63 1.54
C -4.75 -2.84 1.65
C -5.09 -3.53 2.91
C -4.95 -4.86 3.04
C -4.45 -5.69 1.92
O -4.32 -6.90 2.04
C -4.11 -5.00 0.66
C -4.25 -3.67 0.54
H -5.46 -2.91 3.72
H -5.19 -5.38 3.96
H -3.74 -5.62 -0.15
H -4.01 -3.15 -0.38
O -5.37 -4.19 10.55
C -5.57 -4.03 9.36
C -4.48 -3.61 8.45
C -4.70 -3.43 7.14
C -6.03 -3.66 6.55
O -6.23 -3.50 5.35
C -7.12 -4.08 7.45
C -6.90 -4.25 8.76
H -3.51 -3.45 8.90
H -3.91 -3.13 6.46
H -8.09 -4.23 7.00
H -7.69 -4.56 9.44
O -8.07 -8.10 4.44
C -8.27 -7.94 3.25
C -7.18 -7.52 2.34
C -7.40 -7.35 1.03
C -8.73 -7.57 0.44
O -8.93 -7.41 -0.76
C -9.82 -7.99 1.35
C -9.60 -8.16 2.65
H -6.21 -7.36 2.79
H -6.61 -7.04 0.35
H -10.79 -8.14 0.89
H -10.39 -8.47 3.33
O 4.05 10.00 -4.43
C 4.59 9.42 -3.49
C 5.90 9.85 -2.98
C 6.48 9.22 -1.95
C 5.83 8.08 -1.28
O 6.36 7.51 -0.34
C 4.51 7.65 -1.79
C 3.93 8.28 -2.82
H 6.37 10.69 -3.48
H 7.45 9.52 -1.56
H 4.05 6.81 -1.29
H 2.97 7.98 -3.20
O 11.42 5.89 -6.13
C 10.36 5.98 -5.54
C 9.07 5.91 -6.26
C 7.91 6.02 -5.61
C 7.86 6.22 -4.15
O 6.79 6.31 -3.55
C 9.15 6.29 -3.43
C 10.31 6.18 -4.07
H 9.12 5.76 -7.33
H 6.95 5.97 -6.12
H 9.09 6.44 -2.35
H 11.26 6.23 -3.56

=====

# 6
21
Properties=species:S:1:pos:R:3 method="wB97M-V/def2-TZVPD" orbital_gap_ev=8.9435 homo_energy_ev=-8.75 charge=0 smiles=CSC.O.O.O.O lumo_ha=0.007 de_lowest_kj_mol=112.6
C -0.71 1.94 2.97
S -0.80 0.50 1.85
C -0.50 -0.83 3.04
H -1.71 2.16 3.32
H -0.20 2.76 2.48
H -0.07 1.67 3.81
H -0.26 -1.73 2.47
H 0.35 -0.56 3.67
H -1.37 -1.00 3.66
O -0.69 1.49 -4.19
H -1.19 0.66 -4.17
H 0.09 1.28 -3.67
O 1.02 -1.54 -3.67
H 1.10 -2.36 -3.17
H 0.55 -0.96 -3.05
O 3.87 1.88 0.79
H 2.91 1.98 0.79
H 4.03 1.20 1.47
O -2.17 -2.55 -2.57
H -1.53 -2.67 -3.28
H -2.73 -3.33 -2.56